The following is a DFT calculation (ωB97M-V with the def2-TZVPD basis set) of C47H50BaN8OPS3 as an isolated structure in a non-equilibrium geometry.

XYZ file:
```
111
Properties=species:S:1:pos:R:3:forces:R:3
Ba 1.477 -0.915 -0.183 -0.093 -0.420 -0.478
C -0.272 -5.294 2.201 0.642 -0.266 0.287
C 0.106 -4.326 1.095 -1.527 -1.005 -0.338
N 0.920 -3.365 1.254 0.385 0.948 0.067
N 1.353 -3.180 2.569 0.716 -0.427 0.494
C 2.560 -2.732 2.700 -0.240 0.712 0.518
S 3.716 -2.166 1.574 0.326 -0.007 -0.520
S 3.223 -2.373 4.356 -0.691 -0.486 -0.623
C 2.064 -3.261 5.442 0.126 -0.364 -0.497
C 1.276 -2.353 6.341 -0.068 -1.202 1.310
C 0.188 -1.627 5.890 0.613 -0.175 -0.998
C -0.581 -0.907 6.764 -1.528 0.643 0.219
C -0.305 -0.884 8.130 0.615 -0.200 -0.127
C 0.784 -1.602 8.626 0.661 0.110 -0.506
C 1.543 -2.382 7.716 -1.038 1.526 -0.008
C -0.576 -4.575 -0.218 0.239 -0.304 0.312
C -1.555 -5.580 -0.301 -0.660 -0.299 -1.755
C -2.093 -6.077 -1.548 -0.202 0.332 2.670
C -1.768 -5.461 -2.724 1.353 1.226 0.827
C -0.861 -4.412 -2.608 0.174 1.061 -0.945
C -0.233 -3.893 -1.421 -0.255 -0.166 -0.952
O 0.531 -2.841 -1.502 -0.684 -0.418 -0.001
H 0.636 -5.703 2.668 -0.123 0.062 -0.248
H -0.889 -6.131 1.844 0.546 0.507 0.453
H -0.762 -4.775 3.019 -0.278 0.181 0.037
H 2.661 -3.996 5.982 0.012 0.267 0.433
H 1.443 -3.889 4.780 -0.046 0.627 0.127
H 0.052 -1.655 4.810 -0.456 0.212 0.159
H -1.490 -0.359 6.423 0.928 -0.395 0.071
H -0.905 -0.251 8.762 -0.062 0.003 0.245
H 1.144 -1.445 9.662 -0.487 -0.448 -0.653
H 2.395 -2.911 8.047 0.740 -0.590 0.453
H -2.015 -5.917 0.625 0.180 -0.324 -0.546
H -2.841 -6.846 -1.498 -0.213 -0.255 0.039
H -2.186 -5.688 -3.685 -0.151 -0.329 -0.253
H -0.651 -3.853 -3.524 0.288 -0.121 0.234
C -0.703 -1.063 -4.490 1.947 -0.659 -1.143
C -1.577 0.107 -4.514 -0.824 1.200 -0.231
C -2.672 0.038 -5.384 0.803 -1.589 0.012
C -3.682 0.927 -5.428 -0.994 1.859 -0.314
C -3.574 2.101 -4.658 0.358 -1.055 -0.059
C -2.464 2.240 -3.828 0.323 0.503 -0.607
C -1.424 1.280 -3.760 -0.328 0.518 0.138
P 0.085 1.560 -2.703 -0.118 -0.589 0.169
C -0.027 3.331 -2.202 -1.045 0.439 0.953
C 0.936 4.205 -2.648 0.082 -0.346 -0.480
C 1.062 5.503 -2.211 0.162 0.430 0.378
C 0.155 5.973 -1.291 -0.755 0.891 0.645
C -0.876 5.156 -0.818 0.734 0.291 -0.103
C -0.943 3.840 -1.227 0.539 -0.800 0.016
C -1.991 2.999 -0.598 -1.031 -0.809 -0.237
C 1.439 1.390 -3.883 0.099 0.219 -1.707
C 1.256 1.621 -5.277 -1.296 0.845 -0.394
C 2.119 1.184 -6.260 -0.364 0.353 0.049
C 3.265 0.479 -5.846 0.278 -0.950 -0.775
C 3.545 0.221 -4.538 -1.160 1.682 0.295
C 2.700 0.813 -3.500 0.161 -0.873 0.787
C 3.042 0.724 -2.144 0.251 0.363 0.751
H -1.253 -1.974 -4.681 -0.221 -0.205 -0.533
H -0.248 -1.260 -3.558 0.598 0.114 1.404
H 0.192 -1.008 -5.190 -1.134 0.066 0.529
H -2.706 -0.829 -6.036 -0.103 -0.112 0.034
H -4.516 0.783 -6.129 0.342 0.119 0.340
H -4.309 2.879 -4.785 -0.093 0.206 0.281
H -2.320 3.212 -3.351 -0.020 -0.361 0.063
H 1.578 3.798 -3.384 0.941 -0.085 -0.650
H 1.885 6.133 -2.528 -0.087 -0.079 -0.169
H 0.200 7.002 -0.907 0.163 -0.420 -0.245
H -1.575 5.519 -0.061 0.206 -0.072 -0.251
H -2.272 3.252 0.435 0.176 0.329 -0.410
H -1.810 1.920 -0.575 0.437 0.229 -0.158
H -2.870 3.095 -1.247 -0.279 -0.066 0.396
H 0.363 2.189 -5.696 0.884 -0.807 1.021
H 1.857 1.403 -7.306 0.446 -0.266 0.533
H 3.926 0.032 -6.597 -0.121 0.341 0.131
H 4.499 -0.187 -4.286 0.272 -0.481 0.363
H 2.723 1.525 -1.453 -0.097 -0.291 -0.405
H 3.976 0.265 -1.811 0.040 0.064 -0.367
C 0.515 2.505 1.527 0.824 -0.374 -0.052
N 0.556 3.412 2.662 -0.111 -0.324 -0.028
C 0.218 2.633 3.859 -0.684 0.397 0.926
N 1.122 1.506 4.125 -0.621 0.810 -0.609
C 0.983 0.662 2.929 -0.468 0.025 0.123
N 1.418 1.340 1.687 0.034 -0.078 0.444
C 2.816 1.806 1.883 -0.252 -0.191 -1.053
N 2.862 2.769 2.993 1.140 -0.322 -0.936
C 1.944 3.881 2.749 -0.008 -0.536 0.592
C 2.498 2.054 4.197 -1.524 1.076 0.252
H 0.869 3.092 0.694 -0.247 -0.060 -0.756
H -0.450 2.045 1.386 -0.577 0.398 -0.162
H -0.839 2.263 3.770 0.942 0.267 -0.016
H 0.270 3.302 4.728 -0.093 -0.012 -0.121
H -0.086 0.374 2.842 0.459 0.332 -0.053
H 1.508 -0.259 3.054 0.815 -0.653 0.149
H 3.164 2.216 0.895 -0.319 0.209 1.001
H 3.448 0.902 2.027 -0.255 0.621 0.477
H 2.234 4.417 1.834 -0.164 -0.147 0.253
H 2.038 4.517 3.624 -0.073 0.425 -0.008
H 2.639 2.713 5.086 -0.407 -0.405 -0.529
H 3.084 1.208 4.302 1.696 -1.552 0.266
S -1.634 -0.647 0.818 0.027 0.035 0.299
C -2.664 -0.561 -0.490 -0.057 0.265 -0.332
N -2.483 -1.384 -1.564 -0.121 -0.615 -0.351
C -3.352 -1.513 -2.603 0.514 0.808 0.899
C -4.430 -0.675 -2.640 0.458 -0.507 0.225
C -4.496 0.254 -1.581 -1.355 0.740 -0.745
N -3.690 0.330 -0.566 0.074 -0.208 0.383
H -1.662 -1.995 -1.553 -0.001 0.059 0.117
H -3.009 -2.240 -3.313 -0.376 -0.223 -0.390
H -5.146 -0.687 -3.442 -0.026 0.020 -0.036
H -5.323 1.011 -1.633 0.834 -0.644 0.215
```
Forces are in eV/Å.

2S+1   1
E   -3895.77599 hartree
Largest force on an atom   2.7 eV Å⁻¹
Relative energy (zero: lowest compared OMol25 entry of this formula, charge and spin)   0.0 kJ/mol
HOMO-LUMO gap   5.527 eV
Net charge   -1
LUMO   0.0681 Ha
Highest occupied orbital energy   -3.673 eV

Results of the Löwdin charge analysis, in e, for atoms 1 through 4: 1.514, -0.036, -0.273, -0.064